Molecular formula: C19H22BF9O15
Method: DFT, ωB97M-V with the def2-TZVPD basis set

Geometry (Å):
F 0.06 -0.66 4.57
F 4.20 -1.06 2.49
F -0.97 -2.18 1.97
F 2.54 -2.22 1.45
F -1.11 -2.88 4.11
F 0.69 -0.31 2.44
F 2.28 -2.51 4.96
F 2.73 -0.37 4.42
F 0.55 -3.71 2.86
O 1.49 5.93 -4.68
O 2.88 5.56 -6.41
O -5.25 -3.33 -0.54
O -4.22 -1.39 -0.99
O 2.49 0.91 -1.24
O -11.53 -4.12 0.26
O 3.36 2.01 -3.01
O 2.74 3.14 -1.16
O 6.85 -0.54 3.37
O -5.83 -2.15 -2.38
O 5.69 1.05 2.25
O 1.70 7.49 -6.30
O 7.71 1.54 3.10
O -10.02 -2.62 -0.51
O -10.69 -4.30 -1.84
C 1.91 4.57 -4.59
C 2.24 1.30 0.10
C 0.71 -1.27 3.46
C -5.17 -2.28 -1.40
C 6.76 0.57 2.95
C -9.17 -2.61 -1.65
C -0.18 -2.55 3.09
C -10.81 -3.72 -0.61
C 5.86 2.45 2.12
C -3.82 -1.77 0.32
C -9.94 -3.41 -2.65
C 3.13 4.53 -5.45
C 2.00 6.43 -5.84
C 1.97 2.77 -0.02
C -4.16 -3.23 0.36
C 2.91 2.02 -1.91
C 3.18 -2.04 2.70
C 7.34 2.63 2.28
C 2.21 -1.59 3.89
B 3.95 -3.39 3.23
H 5.29 2.95 2.92
H -8.22 -3.07 -1.39
H 0.92 3.00 -0.21
H 2.29 3.33 0.86
H 4.78 -3.26 4.06
H -2.76 -1.58 0.47
H 7.60 3.58 2.75
H -4.44 -3.56 1.36
H -9.29 -3.96 -3.33
H 1.38 0.76 0.51
H -3.34 -3.86 0.00
H 3.27 3.57 -5.95
H 2.12 4.29 -3.56
H 1.11 3.93 -4.97
H -8.99 -1.58 -1.99
H 3.68 -4.48 2.86
H 4.04 4.78 -4.90
H 7.87 2.55 1.32
H -4.39 -1.18 1.05
H 5.49 2.81 1.16
H 3.12 1.09 0.71
H -10.63 -2.80 -3.24

Calculated values
Lowest unoccupied orbital energy: -1.1 eV
Highest occupied orbital energy: -10.843 eV
Structure (SMILES): BC(F)(F)C(F)(F)C(F)(F)C(F)(F)F.O=C1OCCO1.O=C1OCCO1.O=C1OCCO1.O=C1OCCO1.O=C1OCCO1
Gap between HOMO and LUMO: 9.7 eV
Electronic energy: -2789.41545 a.u.

natural (NBO) atomic charge list, values in e, 2 entries: F -0.30; F -0.32

Molecular formula: C19H22BrIN2O3S
Method: DFT, ωB97M-V with the def2-TZVPD basis set

Geometry (Å):
I 5.13 3.67 -4.86
Br -0.38 -0.60 -5.28
S -2.87 -0.11 2.93
O 3.26 2.38 -2.33
O -2.74 0.76 4.06
O -3.99 0.10 1.99
N -1.37 -0.15 2.04
N 1.09 1.14 -0.31
C 1.72 0.90 -3.67
C 3.21 1.50 -5.89
C -3.20 -4.21 3.12
C 2.20 2.16 -0.11
C -2.56 -4.49 4.40
C 0.29 -1.07 0.61
C -1.39 0.58 -0.28
C 2.79 1.78 -3.50
C 1.37 0.24 -4.88
C -3.36 -2.86 2.77
C -2.89 -1.87 3.54
C -1.16 -0.53 0.70
C -2.40 -2.16 4.78
C -2.09 -3.43 5.17
C 2.46 3.05 -1.35
C -0.26 1.74 -0.12
C 2.05 0.67 -6.04
C 1.37 0.10 0.65
C 3.47 2.15 -4.71
H 3.77 1.90 -6.63
H -1.50 -3.64 6.12
H -2.47 0.95 -0.26
H -0.19 2.24 0.88
H -2.13 -1.26 5.43
H 1.10 0.61 -2.86
H -0.79 0.54 2.44
H -1.92 -1.32 0.51
H -1.22 0.14 -1.24
H 0.41 -1.76 1.49
H 1.80 0.46 -7.13
H 3.10 1.58 0.23
H 1.52 3.47 -1.72
H 2.38 -0.24 0.44
H -3.56 -4.95 2.41
H -0.50 2.48 -0.92
H 1.83 2.71 0.77
H -3.60 -2.68 1.76
H 0.32 -1.70 -0.28
H 1.36 0.57 1.60
H 3.08 4.00 -1.16
H -2.58 -5.54 4.68

Calculated values
Lowest unoccupied orbital energy: 0.1 eV
Highest occupied orbital energy: -8.945 eV
Structure (SMILES): O=S(=O)(NC1CCN(CCOc2cc(Br)ccc2I)CC1)c1ccccc1
Gap between HOMO and LUMO: 9.0 eV
Energy above the lowest of the compared OMol25 structures with the same formula, charge and spin: 56.4 kcal per mole
Electronic energy: -4342.19481 a.u.

natural (NBO) atomic charge list, values in e, 2 entries: I 0.10; Br 0.03

Molecular formula: C19H22Cl15N3O
Method: DFT, ωB97M-V with the def2-TZVPD basis set

Geometry (Å):
Cl 2.98 -0.58 -7.90
Cl 3.16 -4.59 2.55
Cl -5.68 6.87 -0.55
Cl -2.40 4.20 5.44
Cl -4.61 3.87 3.56
Cl 3.69 -0.11 -5.11
Cl 3.01 -8.70 5.37
Cl 2.78 -1.78 1.91
Cl -5.07 5.11 6.15
Cl -5.56 4.25 0.72
Cl -3.88 6.43 1.69
Cl 0.98 -8.37 3.31
Cl 1.95 -2.80 4.50
Cl 1.36 1.21 -6.27
Cl 0.86 -6.78 5.75
O -0.56 -1.64 1.38
N 3.54 -1.13 -2.88
N -1.15 1.40 0.15
N 3.74 1.81 -1.68
C 2.57 0.98 -1.57
C 2.51 -0.46 -2.14
C 4.68 -0.27 -2.96
C 1.93 -7.56 4.57
C 1.32 1.58 -0.82
C -5.44 6.00 0.97
C -1.33 -1.65 -0.96
C 0.10 -3.71 0.05
C -0.01 0.81 -0.59
C 4.80 1.16 -2.36
C -1.87 2.19 -0.62
C -2.59 3.54 -0.07
C 3.00 0.60 -6.58
C -0.99 -2.57 0.35
C -0.05 -0.68 -1.15
C -2.16 1.88 -2.19
C 1.16 -1.26 -1.91
C 3.14 -2.94 3.19
C -4.14 3.89 5.27
H -4.36 2.92 5.70
H -3.27 2.16 -2.37
H 5.80 1.71 -2.48
H 1.37 2.65 -0.39
H 0.42 -1.57 1.41
H -1.53 2.58 -2.85
H 0.06 -4.01 -1.06
H -1.54 -2.29 -1.88
H -6.23 6.30 1.66
H -1.96 4.46 -0.34
H 5.60 -0.69 -3.51
H 2.54 -6.78 4.09
H -2.28 -1.05 -0.66
H 1.14 -3.21 0.21
H 1.10 -2.33 -2.30
H 0.06 -4.60 0.76
H -1.94 -3.12 0.72
H -3.60 3.68 -0.64
H 4.12 -2.71 3.60
H -2.86 3.48 1.04
H 3.62 1.44 -6.89
H -2.03 0.77 -2.44

Calculated values
Lowest unoccupied orbital energy: -0.7 eV
Highest occupied orbital energy: -8.164 eV
Gap between HOMO and LUMO: 7.5 eV
Electronic energy: -7879.25510 a.u.

natural (NBO) atomic charge list, values in e, 2 entries: Cl 0.00; Cl 0.01

Molecular formula: C19H22Cl3N4O4SV
Method: DFT, ωB97M-V with the def2-TZVPD basis set

Geometry (Å):
V -0.74 0.61 -0.92
Cl 0.88 8.01 -0.90
Cl -2.51 4.17 -2.58
Cl 1.41 2.97 0.92
S -2.22 -1.51 -1.58
O -0.89 -1.60 -0.90
O -0.95 2.45 -0.79
O -2.29 -0.07 -2.02
O -3.33 -1.97 -0.80
N -0.88 0.20 1.17
N -1.33 1.07 2.11
N -1.53 0.45 3.21
N -1.22 -0.84 3.01
C 0.57 4.13 -0.07
C 2.05 -1.81 -2.04
C 1.41 -0.71 -2.61
C 1.05 -0.80 -3.96
C 2.29 -2.96 -2.77
C -0.52 3.69 -0.82
C -1.16 4.66 -1.61
C 0.03 -2.00 4.83
C 1.92 -3.04 -4.10
C 0.34 6.36 -0.87
C 1.10 0.51 -1.83
C 1.30 -1.95 -4.70
C -2.11 -2.47 -3.04
C -0.75 5.98 -1.64
C 0.44 -0.71 5.53
C 1.01 5.44 -0.09
C -1.29 -1.83 4.08
C 1.14 -2.52 3.93
C -0.83 -0.99 1.75
H 2.12 -3.94 -4.68
H -1.61 -2.77 3.62
H 0.84 -3.44 3.42
H -0.35 -0.33 6.18
H 1.86 5.75 0.51
H -0.54 -1.91 1.27
H 1.42 -1.78 3.18
H 2.35 -1.76 -1.00
H 2.03 -2.74 4.51
H 1.02 -1.99 -5.74
H 0.68 0.07 4.81
H -1.27 6.70 -2.26
H 0.57 0.05 -4.43
H 1.33 -0.88 6.14
H -3.05 -2.36 -3.57
H -1.95 -3.50 -2.74
H 1.84 0.70 -1.04
H -0.19 -2.76 5.59
H -2.08 -1.49 4.75
H 2.79 -3.80 -2.30
H 1.08 1.40 -2.48
H -1.27 -2.10 -3.63

Calculated values
Lowest unoccupied orbital energy (spin up / spin down): 0.2 / 0.3 eV
Highest occupied orbital energy (spin up / spin down): -7.873 / -8.122 eV
Multiplicity: 3
Gap between HOMO and LUMO (spin up / spin down): 8.1 / 8.4 eV
Energy above the lowest of the compared OMol25 structures with the same formula, charge and spin: 0.0 kcal per mole
Electronic energy: -3980.02079 a.u.

natural (NBO) atomic charge list, values in e, 2 entries: V 1.51; Cl 0.00

Molecular formula: C19H22ClN3O4S
Method: DFT, ωB97M-V with the def2-TZVPD basis set

Geometry (Å):
Cl 0.92 -5.95 0.59
S 2.18 -0.21 -4.83
O 0.90 2.34 -2.07
O -0.34 3.09 6.21
O 2.65 -0.86 -3.57
O 3.18 0.66 -5.44
N 0.76 0.73 -4.62
N 0.02 0.64 -3.37
N -0.25 0.60 -1.13
C 0.36 1.27 -2.18
C 1.77 -1.52 -6.00
C -0.81 -0.47 -3.12
C -1.47 -2.84 -0.60
C -1.09 0.94 3.29
C -0.77 3.63 3.96
C -0.98 -0.57 -1.60
C 0.40 2.21 7.02
C 1.24 -3.48 -0.46
C -0.52 -1.90 -1.05
C -0.68 2.65 4.95
C -1.32 1.46 0.85
C 0.33 -4.42 -0.04
C 0.82 -2.26 -0.96
C -0.95 1.31 4.62
C -0.94 3.25 2.61
C -1.05 -4.09 -0.05
C -0.04 0.91 0.27
C -1.10 1.90 2.28
H -0.65 4.65 4.27
H 1.02 -2.17 -5.51
H -1.77 -4.84 0.27
H 1.14 1.66 6.44
H -2.14 0.73 0.80
H -2.05 -0.47 -1.39
H -0.25 1.47 7.50
H -0.94 4.00 1.84
H -1.19 -0.10 3.02
H 0.32 0.02 0.77
H 0.79 1.64 0.38
H 1.59 -1.58 -1.30
H -1.70 2.26 0.20
H 2.30 -3.65 -0.39
H 1.03 1.70 -4.81
H -0.98 0.49 5.30
H -2.55 -2.61 -0.61
H 1.37 -1.08 -6.89
H 0.92 2.76 7.83
H -0.33 -1.41 -3.48
H 2.67 -2.14 -6.23
H -1.83 -0.34 -3.55

Calculated values
Lowest unoccupied orbital energy: 0.4 eV
Highest occupied orbital energy: -8.462 eV
Structure (SMILES): COc1ccc(CCN2C(=O)N(NS(C)(=O)=O)C[C@H]2c2ccc(Cl)cc2)cc1
Gap between HOMO and LUMO: 8.9 eV
Energy above the lowest of the compared OMol25 structures with the same formula, charge and spin: 60.5 kcal per mole
Electronic energy: -2060.77386 a.u.

natural (NBO) atomic charge list, values in e, 2 entries: Cl 0.00; S 2.19

Molecular formula: C19H22ClNO2
Method: DFT, ωB97M-V with the def2-TZVPD basis set

Geometry (Å):
Cl 3.76 0.39 -6.49
O 1.56 0.94 -1.57
O 2.83 -0.60 2.38
N -1.24 -0.69 0.28
C -1.41 0.60 -1.84
C 2.77 1.52 -4.22
C -3.90 -1.55 2.83
C -0.50 -0.05 -0.73
C 1.43 -0.16 0.61
C 0.72 -0.77 1.61
C -1.41 -1.60 2.51
C -5.12 -0.82 3.18
C 2.81 0.06 1.15
C 2.34 0.61 -5.41
C -3.66 1.17 3.63
C 2.21 -0.13 -2.39
C -2.51 0.50 3.40
C -4.96 0.56 3.49
C -0.68 -0.96 1.39
C 1.54 -0.97 2.75
C -2.64 -0.83 2.88
C 0.87 0.24 -0.62
C 3.35 0.72 -3.10
H -0.82 0.86 -2.70
H -3.60 2.13 4.08
H -5.90 1.11 3.57
H -0.76 -1.86 3.32
H -6.11 -1.40 3.11
H 3.72 1.52 -2.44
H -2.12 -0.09 -2.22
H 1.85 2.04 -3.93
H -3.91 -2.61 2.45
H -1.89 1.66 -1.55
H 1.58 1.19 -5.97
H 2.70 -0.86 -1.75
H 1.51 -2.04 2.99
H 2.90 1.12 1.37
H 3.64 -0.41 0.47
H -1.54 0.95 3.52
H -1.75 -2.61 2.28
H 3.54 2.27 -4.52
H 4.20 0.16 -3.45
H 1.21 -0.37 3.68
H 1.48 -0.57 -2.96
H 1.91 -0.38 -5.06

Calculated values
Lowest unoccupied orbital energy: 0.6 eV
Highest occupied orbital energy: -8.694 eV
Structure (SMILES): Cc1nc(Cc2ccccc2)c2c(c1OCCCCCl)COC2
Gap between HOMO and LUMO: 9.3 eV
Energy above the lowest of the compared OMol25 structures with the same formula, charge and spin: 90.7 kcal per mole
Electronic energy: -1402.52750 a.u.

natural (NBO) atomic charge list, values in e, 2 entries: Cl -0.08; O -0.53

Molecular formula: C19H22CuN2Te
Method: DFT, ωB97M-V with the def2-TZVPD basis set

Geometry (Å):
Te -0.06 1.59 0.94
Cu -0.23 -0.80 -0.52
N -1.48 -0.37 -1.84
N -1.61 -1.63 0.50
C 4.31 3.35 2.13
C 1.74 2.48 1.52
C -1.22 0.29 -2.96
C 2.10 0.00 -0.64
C 3.64 2.54 3.03
C -3.54 0.26 -3.51
C 1.99 -0.85 0.58
C 2.40 3.38 0.66
C 3.71 3.78 0.96
C -3.98 -1.82 0.54
C -2.82 -1.45 -0.15
C -3.81 -0.45 -2.31
C -2.24 0.63 -3.84
C 0.70 -2.39 -1.38
C -2.72 -0.77 -1.46
C 2.33 2.12 2.76
C -1.52 -2.12 1.71
C -3.90 -2.36 1.81
C -2.64 -2.54 2.45
H -1.99 1.18 -4.77
H -0.16 0.56 -3.14
H -4.80 -0.76 -1.99
H 5.35 3.69 2.37
H 1.87 -0.16 1.42
H 3.00 -1.21 0.46
H -4.80 -2.66 2.35
H 4.12 2.22 3.97
H 4.23 4.46 0.27
H 1.43 -1.75 0.80
H 2.67 0.75 -0.12
H -2.53 -2.95 3.44
H 1.71 -2.53 -0.99
H 2.63 -0.74 -1.23
H -0.51 -2.18 2.16
H 1.50 0.58 -1.38
H 1.85 3.69 -0.24
H -4.37 0.51 -4.18
H 0.09 -3.27 -1.22
H -4.94 -1.64 0.00
H 1.72 1.50 3.43
H 0.75 -2.15 -2.44

Calculated values
Lowest unoccupied orbital energy (spin up / spin down): -0.9 / -1.0 eV
Highest occupied orbital energy (spin up / spin down): -6.174 / -6.103 eV
Multiplicity: 2
Gap between HOMO and LUMO (spin up / spin down): 5.3 / 5.1 eV
Energy above the lowest of the compared OMol25 structures with the same formula, charge and spin: 5.3 kcal per mole
Electronic energy: -2755.02505 a.u.

natural (NBO) atomic charge list, values in e, 2 entries: Te -0.37; Cu 1.13

Molecular formula: C19H22F6N3O3
Method: DFT, ωB97M-V with the def2-TZVPD basis set

Geometry (Å):
F -2.36 0.44 -0.03
F -4.58 0.22 1.19
F -4.19 -1.78 0.48
F -3.95 1.34 -1.16
F -3.49 0.12 -3.14
F -3.72 -1.78 -2.24
O -6.64 0.45 -0.25
O -6.43 -1.38 -1.39
O -1.02 -0.21 -3.22
N -0.62 -1.70 -1.57
N 1.46 -2.33 2.05
N 3.09 3.18 -0.11
C 2.69 5.60 -1.43
C -1.50 -0.79 -2.36
C 2.73 -0.03 -0.48
C -1.35 -2.71 -0.73
C -4.52 -0.53 0.08
C 2.92 -2.00 3.93
C -5.97 -0.44 -0.55
C -3.43 0.16 -0.81
C 0.39 -1.01 -0.69
C 0.44 -2.45 2.91
C 0.58 -2.36 4.28
C 2.04 5.34 -0.24
C 2.27 4.12 0.38
C 3.71 3.46 -1.26
C 1.85 -2.12 4.80
C -3.04 -0.61 -2.13
C 3.55 4.65 -1.96
C 1.53 -0.27 -1.45
C 2.67 -2.10 2.57
H 1.83 -0.75 -2.40
H 2.53 6.55 -1.94
H 3.92 -1.82 4.29
H 3.48 -2.00 1.85
H -1.99 -3.32 -1.39
H 2.00 -2.05 5.87
H 2.95 -0.99 0.03
H 1.36 6.05 0.20
H -0.08 -2.25 -2.26
H -1.92 -2.19 0.06
H 1.79 3.87 1.32
H 3.58 0.32 -1.09
H -0.28 -2.46 4.93
H 2.47 0.72 0.29
H 4.07 4.82 -2.88
H -0.03 -0.31 0.05
H 0.89 -1.83 -0.09
H -6.04 -2.25 -1.20
H 4.37 2.69 -1.64
H 1.15 0.75 -1.68
H -0.53 -2.63 2.46
H -0.65 -3.41 -0.24

Calculated values
Lowest unoccupied orbital energy: -4.1 eV
Highest occupied orbital energy: -11.823 eV
Charge: +1
Gap between HOMO and LUMO: 7.8 eV
Energy above the lowest of the compared OMol25 structures with the same formula, charge and spin: 0.0 kcal per mole
Electronic energy: -1726.08479 a.u.

natural (NBO) atomic charge list, values in e, 2 entries: F -0.31; F -0.28